Record 1
This record from the OMol25 dataset describes an isolated ion of composition C4H9N2 and charge +1. The level of theory is wB97M-V/def2-TZVPD.

The geometry in XYZ format:
```
15
C4H9N2 (wB97M-V/def2-TZVPD)
C 2.1921 -0.0611 0.1581
C 0.9073 0.5432 -0.0706
N 0.0141 1.5611 0.1011
N -0.5710 0.2820 -0.0651
C -1.1727 -0.2131 1.2238
C -1.1765 -0.1564 -1.3150
H 2.9057 0.1628 -0.7124
H 2.2710 -1.1018 0.3836
H 2.5307 0.5044 1.0115
H -0.8293 -1.1861 1.3338
H -0.8581 0.5105 1.9466
H -2.1896 -0.0679 0.9854
H -2.1189 0.2780 -1.4142
H -0.4974 0.1709 -2.0991
H -1.4074 -1.2265 -1.4676
```

**Net charge**: +1
**Gap between HOMO and LUMO**: 11.25 eV
**SMILES**: CC1=N[N+]1(C)C
**LUMO energy**: -0.179 hartree
**Strongest force on any atom**: 0.1541 hartree/bohr
**Relative energy (zero: lowest compared OMol25 entry of this formula, charge and spin)**: 4.692 eV
**E_HOMO**: -16.1 eV

***

Record 2
This record from the OMol25 dataset describes a 2-piece molecular cluster, C5H16NSi overall. The level of theory is wB97M-V/def2-TZVPD.

The geometry in XYZ format:
```
23
C5H16NSi (wB97M-V/def2-TZVPD)
C -3.2655 0.2785 0.5017
C 2.8080 0.9578 0.7811
C 1.7997 -1.5444 -0.8054
C -2.1742 -0.7024 0.6194
C -0.1515 0.5532 0.1085
N -0.3381 0.7410 -1.3526
Si 1.4414 -0.3568 0.6419
H -3.1545 1.1066 1.1970
H -4.2015 -0.2289 0.7671
H -3.3964 0.6526 -0.5128
H 3.0392 1.4291 -0.1719
H 2.5236 1.7415 1.4773
H 3.7305 0.5210 1.1503
H 0.9916 -2.2554 -0.9737
H 2.0220 -1.0394 -1.7467
H 2.6820 -2.1353 -0.5686
H -1.8635 -1.0032 1.6028
H -2.0693 -1.4437 -0.1551
H -0.4479 1.4450 0.6439
H -1.3275 0.9132 -1.5758
H 0.2134 1.5347 -1.7071
H -0.0172 -0.1191 -1.8160
H 1.1555 -1.0458 1.8948
```

**Net charge**: +1
**Gap between HOMO and LUMO**: 9.03 eV
**LUMO energy**: -0.137 hartree
**Strongest force on any atom**: 0.0628 hartree/bohr
**Relative energy (zero: lowest compared OMol25 entry of this formula, charge and spin)**: 1.845 eV
**E_HOMO**: -12.8 eV

***

Record 3
This record from the OMol25 dataset describes a 2-piece molecular cluster, C2H6NO3 overall. The level of theory is wB97M-V/def2-TZVPD.

The geometry in XYZ format:
```
12
C2H6NO3 (wB97M-V/def2-TZVPD)
O -1.6366 -1.5375 0.3905
C -0.6789 -0.8106 0.1121
O 0.3286 -0.5404 0.8061
C -0.7230 -0.0831 -1.2541
N -0.2490 1.3077 -1.2423
H -1.7538 -0.1371 -1.6033
H -0.0710 -0.6667 -1.8965
H -0.8440 1.8300 -0.6207
H 0.6650 1.2996 -0.8093
H 2.3054 1.4789 1.8445
H 1.6734 0.3283 1.0332
O 2.3592 1.0576 0.9752
```

**Net charge**: -1
**Gap between HOMO and LUMO**: 8.24 eV
**LUMO energy**: 0.153 hartree
**Strongest force on any atom**: 0.0188 hartree/bohr
**Relative energy (zero: lowest compared OMol25 entry of this formula, charge and spin)**: 0.274 eV
**E_HOMO**: -4.1 eV

***

Record 4
This record from the OMol25 dataset describes one molecule with the formula C3H6O2. The level of theory is wB97M-V/def2-TZVPD.

The geometry in XYZ format:
```
11
C3H6O2 (wB97M-V/def2-TZVPD)
C -1.3902 0.5025 -0.0097
O -0.7399 -0.3799 0.8245
C 0.4048 -0.8257 0.2075
C 1.5439 0.1487 0.1134
O 2.6928 -0.1930 -0.0301
H -0.8695 1.4571 -0.1534
H -1.1590 -0.0482 -1.1471
H -2.3959 0.6568 0.4287
H -0.0432 -0.7806 -1.0472
H 0.7104 -1.7573 0.7248
H 1.2460 1.2196 0.0887
```

**Gap between HOMO and LUMO**: 10.45 eV
**SMILES**: COCC=O
**LUMO energy**: 0.026 hartree
**Strongest force on any atom**: 0.0695 hartree/bohr
**Relative energy (zero: lowest compared OMol25 entry of this formula, charge and spin)**: 3.330 eV
**E_HOMO**: -9.8 eV

***

Record 5
This record from the OMol25 dataset describes one molecule with the formula C5H6O. The level of theory is wB97M-V/def2-TZVPD.

The geometry in XYZ format:
```
12
C5H6O (wB97M-V/def2-TZVPD)
O -1.9227 -1.3916 0.2238
C -0.9569 -0.6915 0.0476
C 0.4901 -1.1721 -0.0939
C 1.2786 0.0977 0.0850
C 0.4983 1.1789 0.1186
C -0.9595 0.8367 -0.0375
H 0.6225 -1.6108 -1.0932
H 0.7130 -1.9612 0.6322
H 2.3606 0.1107 0.1752
H 0.8546 2.1973 0.2409
H -1.6231 1.2684 0.7193
H -1.3556 1.1376 -1.0180
```

**Gap between HOMO and LUMO**: 10.60 eV
**SMILES**: O=C1CC=CC1
**LUMO energy**: 0.037 hartree
**Strongest force on any atom**: 0.0095 hartree/bohr
**Relative energy (zero: lowest compared OMol25 entry of this formula, charge and spin)**: 0.193 eV
**E_HOMO**: -9.6 eV